Molecular formula: C23H20N2OS
Method: DFT, wB97M-V/def2-TZVPD

```
47
Properties=species:S:1:pos:R:3:forces:R:3:nbo_charge:R:1
O -1.3771 -0.3092 -0.5142 -0.4 0.2 0.5 -0.592
S 4.1845 0.4460 -2.8724 -0.5 -0.8 0.8 0.398
C -0.5667 0.5630 -0.2427 -1.6 0.1 -0.3 0.664
C 4.7647 -1.0429 -2.1629 0.4 -1.2 0.2 -0.384
C 3.9131 -1.6437 -1.2714 0.0 0.9 0.0 -0.270
C 1.5048 0.9992 -1.6300 0.8 0.9 -1.3 -0.254
C 2.7366 0.2652 -1.9055 -1.1 3.1 -1.1 -0.256
C 0.8059 0.2899 -0.7103 1.8 -0.6 0.7 0.035
C 2.7368 -0.7943 -1.1003 1.0 -2.8 0.6 0.093
C 0.5242 -5.7717 -0.8954 0.2 -0.2 0.0 -0.218
C -4.5715 2.3610 -0.3812 -0.2 1.6 0.7 -0.215
C -0.2364 -4.6863 -1.3045 0.2 0.2 0.4 -0.214
C 1.5416 -5.6129 0.0356 0.3 -0.2 0.8 -0.209
C -4.7912 3.4516 0.4857 -0.5 -0.3 -0.5 -0.210
C -3.3221 1.8285 -0.4204 1.4 -1.2 -1.1 -0.203
C 0.0098 -3.4393 -0.7362 -0.2 -0.8 -1.1 -0.147
C 1.8066 -4.3514 0.6049 0.3 -0.8 -0.3 -0.212
C -3.7926 3.9728 1.2782 0.1 -1.1 -1.2 -0.194
C -2.2532 2.3429 0.3643 -0.2 -0.5 0.0 0.143
C 1.0397 -3.2815 0.1793 -0.1 1.2 -0.1 -0.066
C -2.5106 3.4206 1.2062 0.2 0.8 0.7 -0.050
N 1.5807 -0.8648 -0.3821 -1.3 0.4 0.5 -0.326
N -0.9235 1.8122 0.3101 2.0 -1.0 -0.5 -0.438
C 1.2930 -1.8633 0.6563 0.3 0.2 0.6 -0.222
C -1.4561 4.0811 2.0817 0.1 -0.7 0.2 -0.415
C 0.1985 2.6122 0.9089 -0.3 0.0 0.0 -0.209
C -0.2726 3.1560 2.2489 -0.7 -1.3 0.4 -0.404
H 5.7151 -1.5297 -2.4667 -0.8 0.8 0.1 0.239
H 4.1307 -2.5823 -0.7517 -0.2 0.4 -0.3 0.235
H 1.1509 1.9283 -2.1151 0.3 -0.8 0.4 0.232
H 0.3455 -6.7477 -1.3274 0.0 0.0 0.0 0.213
H -5.3504 2.0722 -1.0865 0.2 -0.2 0.4 0.219
H -1.0083 -4.8155 -2.0547 0.0 0.1 0.1 0.215
H 2.1158 -6.4957 0.3757 -0.3 0.6 -0.3 0.214
H -5.7678 3.8881 0.4584 -0.4 0.3 0.2 0.206
H -3.1629 1.0242 -1.1656 0.3 0.5 0.9 0.244
H -0.5596 -2.6080 -1.1317 0.1 0.3 0.4 0.233
H 2.6388 -4.2400 1.3299 -0.7 0.1 -0.5 0.214
H -3.9473 4.8263 1.8939 -0.2 0.5 0.4 0.210
H 0.4386 -1.4979 1.2254 -0.2 0.0 -0.2 0.227
H 2.1177 -1.8872 1.3793 0.1 0.1 -0.2 0.201
H -1.0732 4.9856 1.6475 -0.1 0.7 -0.5 0.209
H -1.8760 4.3530 3.0662 0.1 -0.2 -0.4 0.220
H 0.4810 3.4220 0.2295 -0.2 0.2 0.0 0.192
H 1.1405 2.0360 1.0254 -1.0 -0.1 -0.1 0.233
H 0.5301 3.6336 2.7673 0.6 0.3 0.4 0.215
H -0.6263 2.2934 2.8704 0.5 0.5 -0.4 0.203
```
Positions in Å, forces in eV/Å.

Output
2S+1: 1
E_HOMO in eV: -8.143
HOMO-LUMO gap in Eh: 0.324
SMILES: O=C(c1cc2sccc2n1Cc1ccccc1)N1CCCc2ccccc21
Lowest unoccupied orbital energy in Ha: 0.0248
Molecular weight in g/mol: 372.49